No. 1
Entry from OMol25: C18H20ClN9OS as an isolated structure (ωB97M-V with the def2-TZVPD basis set).

```
50
Properties=species:S:1:pos:R:3:lowdin_charge:R:1
Cl -3.665 6.243 2.300 0.644
N -3.233 5.995 4.890 -0.275
N 0.381 -1.520 0.347 0.172
N 2.432 -2.260 -3.110 0.174
N -2.228 3.628 5.025 -0.222
N -0.677 -0.958 -1.591 0.171
O 5.021 -3.459 -3.244 -0.109
S -2.630 4.911 6.045 0.927
C -3.168 5.348 3.770 -0.734
C 1.189 -1.879 -0.639 -0.192
C 1.217 -1.752 -3.011 -0.359
C -2.586 3.979 3.826 -0.423
C -0.758 -0.945 -0.276 -0.280
C 4.414 -3.602 0.328 -0.069
C 5.028 -3.750 -0.919 0.012
C 3.169 -2.980 0.426 -0.025
C 3.103 -2.635 -1.952 -0.142
C 4.369 -3.254 -2.055 -0.231
C 2.490 -2.498 -0.698 -0.090
N 0.574 -1.425 -4.175 0.153
N 0.569 -1.526 -1.829 0.020
N -2.402 3.061 2.783 -0.067
N -1.871 1.133 0.618 -0.126
C 4.443 -4.428 -4.142 -0.065
C -1.919 -0.318 0.473 -0.129
C -1.378 1.986 2.909 -0.128
C -0.779 1.600 1.542 -0.126
C -3.686 2.139 -0.703 -0.066
C -2.916 3.313 1.431 -0.153
C -3.130 1.940 0.676 -0.345
H 4.935 -4.011 1.186 0.103
H 6.003 -4.184 -1.029 0.116
H 2.733 -2.884 1.401 0.106
H -0.239 -0.852 -4.066 0.079
H 1.225 -1.256 -4.967 0.129
H 4.009 -5.271 -3.585 0.099
H 5.231 -4.743 -4.827 0.085
H 3.669 -3.989 -4.765 0.068
H -2.834 -0.591 -0.067 0.122
H -1.938 -0.782 1.460 0.116
H -1.777 1.094 3.404 0.121
H -0.529 2.334 3.489 0.111
H -0.046 0.758 1.663 0.123
H -0.252 2.439 1.132 0.106
H -4.153 1.198 -1.065 0.084
H -2.857 2.441 -1.351 0.086
H -4.443 2.953 -0.671 0.089
H -2.302 4.029 0.847 0.121
H -3.892 3.790 1.509 0.078
H -3.916 1.441 1.259 0.141
```

Properties
Lowest unoccupied orbital energy = 0.288 eV
Charge = 0

=====

No. 2
Entry from OMol25: an isolated ion of composition C2H2FO2S and charge -1 (ωB97M-V with the def2-TZVPD basis set).

```
8
Properties=species:S:1:pos:R:3:lowdin_charge:R:1
C 0.649 1.616 -2.144 -0.079
C 1.144 0.963 -1.078 -0.374
O 3.753 1.129 0.290 -0.576
O 3.398 -0.934 -0.911 -0.543
F 0.314 0.633 -0.036 -0.082
S 3.347 0.486 -0.983 0.627
H 1.480 2.010 -2.673 0.000
H -0.413 1.706 -2.301 0.025
```

Properties
Lowest unoccupied orbital energy = 4.049 eV
Charge = -1

=====

No. 3
Entry from OMol25: a 2-piece molecular cluster, C2H7ClIN4 overall (ωB97M-V with the def2-TZVPD basis set).

```
15
Properties=species:S:1:pos:R:3:lowdin_charge:R:1
C -0.624 0.154 0.099 -0.435
C -1.099 1.320 -0.662 -0.504
N -0.561 0.153 1.463 0.178
N 0.044 -0.635 -0.716 0.069
N 0.042 -2.944 -0.373 0.219
N 0.492 -1.820 -0.650 -0.116
Cl -1.875 2.536 0.371 0.655
I 2.815 1.096 0.714 0.450
H -1.959 1.035 -1.349 0.121
H -0.313 1.628 -1.325 0.093
H -0.949 0.952 1.979 0.094
H 3.488 1.950 -0.546 -0.260
H -0.912 -3.052 0.018 0.124
H 1.513 -1.735 -0.910 0.196
H -0.102 -0.637 1.886 0.116
```

Properties
Lowest unoccupied orbital energy (spin up / spin down) = -5.183 / -5.182 eV
Charge = +1

=====

No. 4
Entry from OMol25: a 5-piece molecular cluster, C3H16O5 overall (ωB97M-V with the def2-TZVPD basis set).

```
24
Properties=species:S:1:pos:R:3:lowdin_charge:R:1
C 0.260 0.701 0.980 -0.129
O 0.634 1.683 1.965 0.259
C 0.330 -0.725 1.462 -0.152
C -0.922 -1.209 2.259 -0.021
H -0.786 0.952 0.742 0.137
H 0.913 0.997 0.143 0.145
H 1.604 1.599 2.124 0.181
H 0.739 -1.406 0.715 0.117
H 1.122 -0.868 2.224 0.133
H -1.516 -2.018 1.848 0.097
H -0.493 -1.412 3.238 0.090
H -1.633 -0.375 2.246 0.085
H -3.507 0.610 -1.309 0.021
H -3.988 -0.151 -0.035 0.047
O -3.236 0.035 -0.596 -0.052
H -2.131 0.647 -2.819 0.030
H -1.611 1.745 -1.762 0.026
O -1.764 1.523 -2.699 -0.049
H 1.536 -1.437 -1.415 -0.001
H 2.880 -2.170 -1.343 0.020
O 1.949 -2.303 -1.425 -0.037
H 2.332 0.574 -0.403 -0.010
H 3.327 0.954 -1.481 0.078
O 2.834 0.207 -1.131 -0.013
```

Properties
Lowest unoccupied orbital energy (spin up / spin down) = -4.178 / -10.546 eV
⟨S²⟩ = 0.755
2S+1 = 2
Charge = +1